# 1
{
  "formula": "C19H10BaF5N3O2Se",
  "method": "ωB97M-V with the def2-TZVPD basis set",
  "spin_multiplicity": 1,
  "relative_energy_kcal_mol": 8.7,
  "elements": ["Ba", "O", "C", "C", "C", "C", "C", "C", "C", "O", "N", "N", "C", "C", "C", "C", "C", "C", "N", "H", "H", "H", "H", "H", "H", "H", "H", "H", "H", "F", "C", "C", "F", "C", "F", "C", "Se", "C", "F", "C", "F"],
  "coordinates": [[0.458, -0.693, -1.503], [-4.122, -1.619, -1.541], [-4.278, -1.704, -0.206], [-5.584, -1.725, 0.283], [-5.822, -1.812, 1.638], [-4.763, -1.884, 2.540], [-3.469, -1.872, 2.071], [-3.195, -1.784, 0.701], [-1.800, -1.786, 0.229], [-1.519, -1.542, -1.011], [-0.869, -2.068, 1.132], [0.369, -1.929, 0.624], [1.400, -2.288, 1.289], [2.721, -2.077, 0.703], [3.880, -2.258, 1.455], [5.111, -2.021, 0.872], [5.162, -1.613, -0.452], [3.966, -1.466, -1.132], [2.778, -1.695, -0.584], [-3.163, -1.559, -1.708], [-6.395, -1.669, -0.431], [-6.840, -1.821, 2.003], [-4.954, -1.951, 3.603], [-2.629, -1.933, 2.747], [1.317, -2.753, 2.270], [3.802, -2.562, 2.490], [6.024, -2.146, 1.438], [6.098, -1.401, -0.947], [3.958, -1.142, -2.167], [0.143, 6.888, -2.198], [0.567, 5.690, -1.796], [-0.312, 4.627, -1.718], [-1.597, 4.794, -2.050], [0.144, 3.391, -1.301], [-0.754, 2.385, -1.248], [1.466, 3.153, -0.950], [2.114, 1.477, -0.384], [2.327, 4.249, -1.046], [3.616, 4.099, -0.737], [1.896, 5.496, -1.453], [2.748, 6.520, -1.527]],
  "forces_ev_per_a": [[2.0, 1.8, -3.3], [0.1, 0.0, 0.0], [0.2, 0.0, 0.4], [0.0, 0.0, -0.1], [0.0, 0.0, 0.0], [0.0, 0.0, 0.1], [0.0, 0.0, -0.1], [-0.3, 0.0, -0.4], [0.2, -0.5, 0.8], [-2.8, -1.0, 0.7], [-0.7, -0.1, 0.5], [0.6, -0.7, 0.5], [-0.6, -0.1, 0.2], [0.6, 0.0, -0.1], [-0.2, 0.0, 0.1], [0.1, 0.1, -0.2], [0.0, 0.0, 0.1], [0.0, 0.0, 0.0], [0.3, -0.3, 0.3], [0.0, 0.0, 0.0], [0.0, 0.0, 0.0], [0.0, 0.0, 0.0], [0.0, 0.0, 0.0], [0.0, 0.0, 0.0], [0.0, 0.1, 0.1], [0.0, 0.0, 0.0], [0.0, 0.0, 0.0], [0.0, 0.0, 0.0], [0.0, 0.0, 0.0], [0.0, 0.1, 0.0], [0.0, -0.1, 0.1], [-0.1, 0.0, 0.0], [0.0, 0.0, 0.0], [0.3, 0.1, 0.1], [-0.1, -0.2, -0.1], [0.0, 0.4, -0.1], [0.7, 0.5, 0.5], [-0.2, -0.2, 0.0], [0.1, 0.1, 0.0], [-0.1, 0.0, 0.0], [0.0, 0.0, 0.0]]
}

# 2
{
  "formula": "C19H11ClIN4O6SZr",
  "method": "ωB97M-V with the def2-TZVPD basis set",
  "spin_multiplicity": 1,
  "relative_energy_kcal_mol": 0.0,
  "charge": -1,
  "elements": ["Zr", "N", "C", "S", "N", "N", "C", "C", "C", "C", "C", "C", "C", "O", "H", "H", "H", "H", "H", "H", "H", "Cl", "C", "C", "C", "I", "C", "O", "C", "N", "C", "C", "C", "C", "H", "H", "H", "H", "O", "C", "O", "C", "O", "O"],
  "coordinates": [[-0.088, -0.084, -0.011], [3.776, -0.765, 2.242], [2.651, -0.805, 1.477], [2.557, 0.359, 0.219], [1.794, -1.739, 1.799], [0.622, -1.814, 1.119], [-0.220, -2.704, 1.555], [-1.499, -2.955, 0.962], [-2.381, -3.869, 1.560], [-3.609, -4.145, 1.005], [-3.994, -3.513, -0.177], [-3.145, -2.633, -0.802], [-1.872, -2.333, -0.274], [-1.050, -1.570, -0.928], [4.546, -0.224, 1.892], [3.939, -1.528, 2.876], [0.076, -3.321, 2.411], [-2.076, -4.367, 2.473], [-4.282, -4.846, 1.476], [-4.963, -3.718, -0.610], [-3.423, -2.147, -1.726], [0.701, 4.898, -5.075], [0.677, 3.447, -4.122], [1.101, 2.269, -4.692], [1.084, 1.103, -3.948], [1.728, -0.717, -4.764], [0.657, 1.043, -2.620], [0.657, -0.036, -1.936], [0.234, 2.292, -2.033], [-0.143, 2.236, -0.738], [-0.546, 3.340, -0.148], [-0.596, 4.577, -0.811], [-0.205, 4.660, -2.120], [0.235, 3.498, -2.786], [1.449, 2.255, -5.715], [-0.847, 3.268, 0.893], [-0.945, 5.449, -0.278], [-0.222, 5.598, -2.656], [-0.991, 1.949, 3.339], [-0.979, 1.271, 2.327], [0.057, 0.696, 1.813], [-2.261, 1.043, 1.460], [-3.370, 1.370, 1.841], [-1.981, 0.514, 0.317]],
  "forces_ev_per_a": [[1.7, 0.2, -2.2], [0.2, 0.0, 0.2], [-0.3, -0.2, -0.1], [0.0, -0.1, -0.1], [0.7, -0.5, 0.9], [-0.1, -0.7, 0.8], [0.8, 0.1, -0.1], [-0.6, 0.3, -0.8], [0.1, 0.1, -0.1], [-0.1, -0.1, 0.1], [0.2, 0.1, 0.0], [0.3, 0.1, -0.1], [-0.7, -1.3, 0.5], [-0.5, -0.7, -0.3], [0.0, -0.1, 0.1], [0.0, 0.0, 0.0], [0.1, 0.2, -0.2], [0.0, 0.0, 0.0], [0.0, -0.1, 0.1], [-0.1, 0.0, 0.0], [0.0, 0.0, -0.1], [0.0, 0.2, -0.1], [0.2, -0.3, -0.3], [-0.2, 0.8, 0.1], [0.0, -1.0, 0.5], [0.0, 0.3, -0.1], [0.3, 0.7, -0.9], [-0.1, 0.3, -0.6], [0.3, 0.2, -0.7], [0.1, 0.3, 0.0], [0.0, -0.2, 0.1], [0.1, 0.0, -0.2], [0.0, -0.1, 0.1], [0.0, -0.3, 0.4], [0.0, 0.0, 0.0], [0.0, 0.0, -0.1], [0.0, 0.0, 0.1], [0.0, 0.1, 0.0], [-0.1, -0.4, -0.7], [-0.6, 0.8, 1.4], [0.1, 0.7, 1.6], [-1.4, 0.9, 1.1], [0.8, -0.2, -0.2], [-1.0, -0.1, 0.0]]
}

# 3
{
  "formula": "C19H11F16N4O4S2Zr",
  "method": "ωB97M-V with the def2-TZVPD basis set",
  "spin_multiplicity": 1,
  "charge": 1,
  "elements": ["Zr", "C", "N", "C", "C", "N", "C", "C", "F", "C", "F", "C", "F", "C", "F", "C", "F", "C", "C", "N", "C", "C", "F", "C", "F", "C", "F", "C", "F", "C", "F", "H", "H", "H", "H", "H", "H", "H", "H", "H", "H", "H", "F", "C", "F", "F", "S", "O", "O", "N", "S", "O", "O", "C", "F", "F", "F"],
  "coordinates": [[-0.313, -0.411, -0.011], [-1.063, -0.975, 3.236], [-0.023, -0.335, 2.370], [0.150, 1.096, 2.756], [-0.722, 1.982, 1.889], [-0.431, 1.644, 0.492], [-0.375, 2.633, -0.473], [-0.118, 4.002, -0.342], [0.169, 4.548, 0.846], [-0.120, 4.846, -1.444], [0.129, 6.135, -1.268], [-0.354, 4.371, -2.725], [-0.335, 5.190, -3.766], [-0.589, 3.018, -2.902], [-0.807, 2.503, -4.103], [-0.588, 2.224, -1.782], [-0.817, 0.859, -1.914], [1.215, -1.115, 2.647], [2.332, -0.704, 1.722], [1.778, -0.605, 0.379], [2.687, -0.619, -0.669], [2.184, -0.864, -1.937], [0.808, -1.034, -1.969], [2.902, -0.953, -3.104], [2.299, -1.196, -4.258], [4.274, -0.781, -3.025], [5.025, -0.850, -4.113], [4.843, -0.522, -1.788], [6.151, -0.337, -1.702], [4.074, -0.434, -0.636], [4.709, -0.139, 0.504], [-0.636, -1.094, 4.236], [-1.250, -1.972, 2.830], [-2.362, 0.163, 4.142], [1.190, 1.366, 2.590], [-0.065, 1.219, 3.821], [-0.517, 3.022, 2.118], [-1.776, 1.796, 2.096], [0.979, -2.169, 2.484], [1.506, -0.987, 3.694], [3.109, -1.469, 1.774], [2.793, 0.233, 2.041], [-4.766, -1.172, -0.998], [-4.880, -1.299, 0.311], [-5.209, -0.132, 0.852], [-5.780, -2.214, 0.612], [-3.240, -1.795, 1.055], [-2.389, -0.644, 0.512], [-2.251, -0.256, 3.283], [-3.041, -3.115, 0.155], [-1.658, -3.536, -0.386], [-0.582, -2.631, 0.115], [-1.378, -4.920, -0.360], [-1.714, -3.027, -2.161], [-1.741, -1.658, -2.168], [-2.791, -3.467, -2.762], [-0.627, -3.420, -2.795]],
  "forces_ev_per_a": [[0.3, 0.4, 0.4], [0.0, 0.0, 0.1], [-0.1, -0.1, 0.0], [0.0, 0.0, 0.0], [0.0, 0.0, 0.0], [0.0, -0.4, 0.1], [-0.1, 0.1, -0.1], [0.0, 0.0, 0.0], [0.0, 0.0, 0.0], [0.0, 0.0, 0.0], [0.0, 0.0, 0.0], [0.0, 0.0, 0.0], [0.0, 0.0, 0.0], [0.0, 0.0, 0.0], [0.0, 0.0, 0.0], [0.0, 0.0, 0.1], [-0.1, -0.1, 0.0], [0.1, 0.0, 0.0], [0.0, 0.0, 0.0], [-0.3, 0.0, -0.1], [0.1, -0.1, -0.1], [0.0, 0.0, 0.1], [-0.1, 0.0, 0.0], [-0.1, 0.0, 0.0], [0.0, 0.0, 0.0], [0.1, 0.0, 0.0], [0.0, 0.0, 0.0], [0.0, 0.0, 0.0], [0.0, 0.0, 0.0], [0.0, 0.0, 0.0], [0.0, 0.0, 0.0], [0.0, 0.0, 0.0], [0.0, 0.0, 0.0], [0.0, 0.0, 0.0], [0.0, 0.0, 0.0], [0.0, 0.0, 0.0], [0.1, 0.0, 0.0], [0.0, 0.0, 0.0], [0.0, 0.0, 0.0], [0.0, 0.0, 0.0], [0.0, 0.0, 0.0], [0.0, 0.0, 0.0], [0.0, 0.0, 0.0], [0.0, 0.1, 0.0], [0.0, -0.1, 0.0], [0.0, 0.0, 0.0], [-0.3, -0.2, 0.0], [0.4, 0.2, -0.2], [0.0, 0.1, 0.0], [0.1, 0.0, 0.0], [-0.3, 0.0, -0.1], [0.2, 0.2, 0.1], [0.0, 0.0, 0.0], [0.1, 0.1, 0.1], [0.0, -0.1, 0.0], [0.0, 0.0, 0.0], [0.0, 0.0, 0.0]]
}

# 4
{
  "formula": "C19H12F3OSbTl",
  "method": "ωB97M-V with the def2-TZVPD basis set",
  "spin_multiplicity": 1,
  "charge": 1,
  "elements": ["Tl", "F", "C", "C", "C", "C", "C", "C", "Sb", "C", "C", "C", "C", "F", "C", "C", "C", "C", "C", "C", "F", "C", "C", "H", "H", "H", "H", "H", "H", "H", "H", "H", "H", "H", "H", "O", "C"],
  "coordinates": [[3.605, 0.059, -1.862], [-0.637, 5.527, 1.311], [-0.438, 4.341, 0.728], [-0.004, 4.309, -0.581], [0.197, 3.066, -1.176], [-0.032, 1.887, -0.464], [-0.476, 1.964, 0.859], [-0.679, 3.194, 1.465], [0.235, 0.004, -1.414], [-1.598, -0.871, -0.823], [-2.687, -0.712, -1.682], [-3.941, -1.182, -1.320], [-4.078, -1.817, -0.101], [-5.282, -2.276, 0.254], [-3.019, -1.999, 0.766], [-1.769, -1.520, 0.398], [1.511, -0.848, 0.104], [2.359, -0.025, 0.863], [3.227, -0.558, 1.812], [3.231, -1.926, 2.001], [4.046, -2.446, 2.919], [2.418, -2.777, 1.275], [1.567, -2.233, 0.320], [0.162, 5.236, -1.116], [0.526, 3.030, -2.210], [-0.673, 1.062, 1.429], [-1.025, 3.278, 2.488], [-2.573, -0.215, -2.641], [-4.803, -1.066, -1.965], [-3.180, -2.506, 1.710], [-0.936, -1.656, 1.079], [2.299, 1.055, 0.763], [3.873, 0.070, 2.414], [2.455, -3.844, 1.465], [0.932, -2.904, -0.252], [2.494, -2.703, -4.832], [2.691, -2.000, -3.984]],
  "forces_ev_per_a": [[0.0, 0.0, 0.0], [0.0, 0.0, 0.0], [0.0, 0.0, 0.0], [0.1, -0.1, -0.2], [0.0, 0.0, 0.1], [0.1, 0.1, 0.0], [0.0, 0.1, -0.1], [0.0, -0.1, 0.1], [0.0, 0.1, 0.1], [0.0, -0.1, -0.1], [0.0, -0.1, 0.1], [0.1, 0.1, -0.1], [0.0, 0.0, 0.0], [0.0, 0.0, 0.0], [0.1, 0.0, 0.1], [-0.1, 0.0, 0.0], [0.1, 0.0, 0.1], [-0.1, -0.1, 0.1], [0.0, 0.1, 0.0], [0.0, 0.0, 0.0], [0.0, 0.0, 0.0], [-0.1, -0.1, -0.1], [0.1, 0.1, -0.1], [0.0, -0.1, 0.0], [0.0, 0.0, 0.1], [0.0, 0.0, 0.0], [0.0, 0.0, -0.1], [0.0, 0.0, 0.1], [0.0, 0.0, 0.0], [0.0, 0.0, -0.1], [-0.1, 0.0, 0.0], [0.0, 0.0, 0.0], [-0.1, 0.0, 0.0], [0.0, 0.1, 0.0], [0.0, 0.1, 0.1], [-0.1, 0.0, 0.0], [0.1, 0.0, 0.0]]
}

| no. | orbital gap (eV) | DFT total energy (Eh) |
| --- | --- | --- |
| 1 | 6.47 | -3971.066272 |
| 2 | 7.05 | -2604.602043 |
| 3 | 7.53 | -3691.686639 |
| 4 | 7.39 | -1518.533770 |